{
  "formula": "C36H96B2F8N6O12",
  "method": "ωB97M-V with the def2-TZVPD basis set",
  "elements": ["C", "O", "C", "C", "N", "H", "H", "C", "C", "O", "C", "H", "H", "H", "H", "H", "H", "H", "H", "H", "H", "H", "H", "H", "H", "C", "O", "C", "C", "N", "H", "H", "C", "C", "O", "C", "H", "H", "H", "H", "H", "H", "H", "H", "H", "H", "H", "H", "H", "H", "C", "O", "C", "C", "N", "H", "H", "C", "C", "O", "C", "H", "H", "H", "H", "H", "H", "H", "H", "H", "H", "H", "H", "H", "H", "C", "O", "C", "C", "N", "H", "H", "C", "C", "O", "C", "H", "H", "H", "H", "H", "H", "H", "H", "H", "H", "H", "H", "H", "H", "C", "O", "C", "C", "N", "H", "H", "C", "C", "O", "C", "H", "H", "H", "H", "H", "H", "H", "H", "H", "H", "H", "H", "H", "H", "C", "O", "C", "C", "N", "H", "H", "C", "C", "O", "C", "H", "H", "H", "H", "H", "H", "H", "H", "H", "H", "H", "H", "H", "H", "B", "F", "F", "F", "F", "B", "F", "F", "F", "F"],
  "coordinates": [[-5.71, 4.01, -8.13], [-5.26, 4.37, -6.83], [-6.23, 4.39, -5.80], [-5.42, 4.63, -4.54], [-5.16, 3.37, -3.74], [-4.79, 3.62, -2.82], [-6.04, 2.88, -3.56], [-4.04, 2.56, -4.37], [-3.67, 1.32, -3.58], [-3.71, 1.63, -2.20], [-2.90, 0.75, -1.42], [-4.89, 4.19, -8.82], [-6.63, 4.53, -8.40], [-5.94, 2.94, -8.17], [-6.81, 3.46, -5.82], [-6.86, 5.26, -5.99], [-5.96, 5.32, -3.89], [-4.51, 5.18, -4.77], [-3.23, 3.28, -4.46], [-4.40, 2.29, -5.36], [-2.65, 1.03, -3.88], [-4.23, 0.42, -3.86], [-3.34, -0.22, -1.20], [-2.59, 1.27, -0.52], [-1.98, 0.45, -1.94], [6.08, -2.49, 8.86], [5.60, -1.14, 8.81], [6.08, -0.32, 7.77], [5.39, -0.77, 6.49], [3.88, -0.76, 6.60], [3.51, -1.45, 5.95], [3.64, -1.05, 7.56], [3.28, 0.58, 6.29], [1.76, 0.48, 6.13], [1.30, -0.45, 5.19], [1.59, -0.07, 3.85], [5.69, -2.90, 9.78], [7.17, -2.46, 8.85], [5.77, -3.10, 8.00], [7.17, -0.36, 7.67], [5.77, 0.70, 7.99], [5.64, -1.82, 6.32], [5.62, -0.29, 5.54], [3.73, 0.99, 5.39], [3.57, 1.16, 7.17], [1.36, 1.48, 5.92], [1.28, 0.30, 7.10], [1.39, 0.97, 3.61], [1.02, -0.70, 3.18], [2.65, -0.28, 3.64], [-3.01, 1.34, 2.82], [-4.24, 1.86, 3.34], [-5.29, 1.88, 2.41], [-6.50, 2.56, 3.07], [-6.10, 3.65, 4.04], [-6.91, 3.80, 4.64], [-5.36, 3.31, 4.66], [-5.58, 4.92, 3.40], [-5.19, 5.95, 4.47], [-4.31, 5.25, 5.31], [-3.96, 5.98, 6.48], [-2.39, 1.13, 3.69], [-2.50, 2.01, 2.13], [-3.17, 0.38, 2.33], [-5.61, 0.89, 2.07], [-4.95, 2.38, 1.50], [-6.97, 1.84, 3.73], [-7.19, 2.95, 2.32], [-6.27, 5.24, 2.64], [-4.67, 4.60, 2.89], [-6.13, 6.32, 4.90], [-4.67, 6.76, 3.96], [-3.07, 5.51, 6.91], [-4.71, 5.78, 7.25], [-3.63, 6.99, 6.23], [2.35, -3.89, 1.39], [2.10, -5.01, 0.58], [0.74, -5.25, 0.28], [0.65, -6.60, -0.41], [1.52, -7.61, 0.26], [2.35, -7.15, 0.68], [1.11, -7.87, 1.16], [1.93, -8.83, -0.54], [2.85, -9.64, 0.32], [3.86, -8.83, 0.87], [4.53, -9.49, 1.96], [3.28, -4.11, 1.93], [1.65, -3.74, 2.21], [2.50, -2.96, 0.83], [0.32, -4.42, -0.29], [0.11, -5.25, 1.18], [1.12, -6.43, -1.38], [-0.37, -6.94, -0.53], [2.36, -8.44, -1.46], [1.02, -9.42, -0.68], [3.38, -10.41, -0.26], [2.26, -10.17, 1.08], [3.78, -9.74, 2.71], [5.36, -8.92, 2.35], [4.90, -10.44, 1.55], [4.71, 1.70, -0.59], [3.74, 2.75, -0.73], [2.92, 2.94, 0.38], [1.69, 3.64, -0.13], [1.15, 2.89, -1.37], [1.85, 2.91, -2.13], [1.17, 1.88, -1.14], [-0.25, 3.11, -1.86], [-0.54, 4.60, -2.08], [0.29, 5.13, -3.06], [0.25, 6.56, -3.14], [5.62, 2.11, -0.16], [4.87, 1.32, -1.59], [4.32, 0.87, 0.00], [3.37, 3.64, 1.09], [2.56, 2.05, 0.89], [1.75, 4.66, -0.52], [0.84, 3.58, 0.55], [-0.86, 2.72, -1.06], [-0.30, 2.55, -2.79], [-0.24, 5.02, -1.11], [-1.59, 4.82, -2.31], [0.99, 6.87, -3.87], [0.50, 7.02, -2.18], [-0.76, 6.79, -3.47], [0.16, -1.21, -7.52], [0.45, -1.88, -6.31], [-0.55, -1.80, -5.33], [0.02, -2.54, -4.14], [1.28, -1.87, -3.62], [1.94, -1.93, -4.40], [1.03, -0.88, -3.52], [1.88, -2.50, -2.38], [2.39, -3.88, -2.68], [2.87, -3.79, -4.01], [3.52, -4.95, -4.49], [-0.47, -1.74, -8.24], [1.12, -0.96, -7.97], [-0.42, -0.30, -7.32], [-1.44, -2.37, -5.60], [-0.75, -0.74, -5.13], [0.38, -3.48, -4.56], [-0.63, -2.63, -3.27], [1.10, -2.41, -1.63], [2.70, -1.81, -2.21], [1.63, -4.68, -2.64], [3.17, -4.28, -2.03], [2.81, -5.71, -4.83], [4.22, -5.42, -3.79], [4.13, -4.71, -5.35], [2.34, 0.98, -3.81], [2.70, 2.34, -3.78], [0.94, 0.81, -3.67], [2.70, 0.39, -5.03], [3.01, 0.34, -2.76], [0.26, 0.09, 0.37], [-0.25, 1.25, 1.00], [0.24, 0.31, -1.03], [1.60, -0.04, 0.76], [-0.46, -1.04, 0.75]],
  "lowdin_charge": [-0.073, -0.217, -0.189, -0.091, 0.072, 0.164, 0.188, -0.060, -0.197, -0.186, -0.074, 0.100, 0.099, 0.091, 0.137, 0.142, 0.138, 0.145, 0.141, 0.139, 0.124, 0.139, 0.103, 0.076, 0.076, -0.051, -0.192, -0.186, -0.091, 0.067, 0.174, 0.183, -0.088, -0.214, -0.168, -0.082, 0.104, 0.104, 0.079, 0.145, 0.132, 0.120, 0.139, 0.132, 0.144, 0.135, 0.137, 0.101, 0.085, 0.088, -0.065, -0.192, -0.221, -0.057, 0.060, 0.189, 0.163, -0.086, -0.201, -0.202, -0.061, 0.097, 0.081, 0.098, 0.137, 0.122, 0.140, 0.138, 0.140, 0.132, 0.140, 0.140, 0.094, 0.103, 0.103, -0.079, -0.198, -0.205, -0.082, 0.049, 0.163, 0.194, -0.059, -0.224, -0.201, -0.052, 0.097, 0.097, 0.091, 0.128, 0.135, 0.117, 0.149, 0.144, 0.147, 0.149, 0.137, 0.094, 0.097, 0.101, -0.054, -0.164, -0.211, -0.061, 0.069, 0.141, 0.125, -0.083, -0.236, -0.178, -0.055, 0.095, 0.086, 0.084, 0.139, 0.109, 0.130, 0.126, 0.109, 0.124, 0.112, 0.121, 0.101, 0.093, 0.089, -0.065, -0.176, -0.220, -0.075, 0.063, 0.156, 0.112, -0.063, -0.204, -0.189, -0.075, 0.095, 0.102, 0.087, 0.139, 0.119, 0.135, 0.136, 0.122, 0.134, 0.108, 0.131, 0.095, 0.094, 0.103, -1.250, 0.133, 0.086, 0.136, 0.132, -1.290, 0.092, 0.086, 0.103, 0.125],
  "e_homo_ha": -0.596,
  "charge": 4,
  "de_lowest_kcal_mol": 35.6,
  "gap_ev": 8.906,
  "mol_weight_g_mol": 978.80,
  "energy_ev": -95466.378,
  "spin_multiplicity": 1
}